The following is a DFT calculation (ωB97M-V/def2-TZVPD) of one molecule with the formula C9H8ClN at a distorted geometry.

Results
Highest occupied orbital energy, Eh: -0.3441
Lowest unoccupied orbital energy, eV: 0.72
Total energy, eV: -23472.2316
HOMO-LUMO gap, eV: 10.09
Relative energy (zero: lowest compared OMol25 entry of this formula, charge and spin), kcal per mole: 40.2

Structure (XYZ):
```
19
Properties=species:S:1:pos:R:3:mulliken_charge:R:1
C -0.39 3.54 0.55 -0.57
C 0.21 2.53 1.05 0.08
Cl 0.24 2.18 2.69 -0.16
C 0.99 1.51 -0.19 0.31
C 2.01 1.94 -0.82 -0.94
C 0.46 0.04 -0.22 0.53
C -0.80 -0.22 0.07 -0.53
C -1.22 -1.52 0.07 -0.33
C -0.33 -2.52 -0.22 -0.52
C 0.99 -2.14 -0.62 -0.17
N 1.40 -0.86 -0.61 -0.51
H -1.09 4.13 1.09 0.32
H -0.18 3.84 -0.58 0.22
H 2.35 2.91 -0.56 0.37
H 2.39 1.20 -1.51 0.38
H -1.41 0.71 0.19 0.38
H -2.24 -1.81 0.36 0.36
H -0.56 -3.51 -0.01 0.43
H 1.62 -3.01 -0.90 0.33
```

---

The following is a DFT calculation (ωB97M-V/def2-TZVPD) of a 4-piece molecular cluster, C3H13NO3 overall at a distorted geometry.

Results
Highest occupied orbital energy, Eh: -0.2939
Lowest unoccupied orbital energy, eV: 0.66
Total energy, eV: -10953.4875
HOMO-LUMO gap, eV: 8.66
Relative energy (zero: lowest compared OMol25 entry of this formula, charge and spin), kcal per mole: 29.6

Structure (XYZ):
```
20
Properties=species:S:1:pos:R:3:mulliken_charge:R:1
C -0.26 1.61 0.89 -1.04
C -1.12 0.60 0.65 0.84
C -1.87 -0.20 1.67 -1.08
N -1.65 0.50 -0.65 -0.58
H -0.19 2.36 0.12 0.22
H 0.06 1.86 1.88 0.30
H -2.11 -1.18 1.25 0.31
H -2.84 0.26 1.87 0.26
H -1.38 -0.26 2.64 0.29
H -1.80 -0.45 -0.95 0.23
H -1.12 0.92 -1.39 0.23
O 2.10 -3.29 -2.07 -0.63
H 1.39 -3.38 -2.70 0.31
H 2.82 -3.03 -2.62 0.31
O 1.07 -2.25 3.47 -0.62
H 1.35 -2.35 4.36 0.31
H 1.55 -2.82 2.87 0.32
O 0.89 3.67 -3.36 -0.65
H 0.16 3.65 -3.98 0.32
H 0.48 3.92 -2.52 0.33
```

---

The following is a DFT calculation (ωB97M-V/def2-TZVPD) of C38H33Cl2HgN3O7P as an isolated structure.

Results
Expectation value of S²: 0.772
Highest occupied orbital energy (spin up / spin down), Eh: -0.2212 / -0.2520
Lowest unoccupied orbital energy (spin up / spin down), eV: -0.15 / -1.13
2S+1: 2
Total energy, eV: -97247.3403
HOMO-LUMO gap (spin up / spin down), eV: 5.87 / 5.72
Relative energy (zero: lowest compared OMol25 entry of this formula, charge and spin), kcal per mole: 81.4

Structure (XYZ):
```
85
Properties=species:S:1:pos:R:3:mulliken_spin:R:1
Hg 0.41 -0.60 0.36 0.00
O -5.24 -4.79 1.48 0.00
C -5.26 -3.38 1.59 0.00
C -4.01 -2.69 1.10 -0.01
C -4.04 -1.27 0.96 0.05
C -2.84 -0.64 0.81 -0.03
N -1.68 -1.30 0.64 0.04
C -1.70 -2.67 0.30 0.00
C -2.87 -3.37 0.87 0.04
C 0.17 -3.38 -0.60 0.00
C 0.63 -4.68 -1.01 0.15
C 1.54 -4.79 -2.02 -0.06
C 1.87 -6.14 -2.60 -0.01
O 0.74 -6.79 -3.16 0.00
C 2.15 -3.61 -2.53 0.19
C 1.93 -2.44 -1.86 -0.07
N 1.06 -2.34 -0.84 0.16
H -5.06 -5.01 0.56 0.00
H -5.42 -3.16 2.65 0.00
H -6.12 -2.96 1.05 0.00
H -4.95 -0.70 1.10 0.00
H -2.77 0.44 0.87 0.00
H -2.81 -4.43 1.04 0.00
H 0.15 -5.56 -0.60 0.00
H 2.23 -6.81 -1.81 0.00
H 2.68 -6.04 -3.33 0.00
H 0.30 -6.16 -3.75 0.00
H 2.86 -3.66 -3.34 0.01
H 2.49 -1.54 -2.09 0.00
O -0.48 0.15 -1.67 0.09
C -1.15 -0.58 -2.42 0.06
C -1.62 -1.94 -2.35 0.13
C -2.27 -2.27 -3.57 -0.07
C -2.80 -3.50 -3.81 0.07
C -2.70 -4.53 -2.84 0.03
C -2.10 -4.25 -1.67 0.08
C -1.49 -2.97 -1.31 0.06
O -0.44 -3.29 0.67 0.02
N -3.45 -3.76 -5.08 0.00
O -3.92 -4.87 -5.25 0.02
O -3.53 -2.86 -5.89 0.03
H -1.45 -0.11 -3.37 0.00
H -2.37 -1.52 -4.34 -0.01
H -3.12 -5.51 -3.04 0.01
H -2.04 -5.04 -0.94 0.02
O 1.40 0.15 2.22 0.00
P 0.71 0.81 3.40 0.00
C 0.11 2.47 3.02 0.00
C -0.77 2.62 1.94 -0.01
C -1.29 3.86 1.63 0.00
C -0.94 4.97 2.40 0.00
C -0.08 4.82 3.48 0.00
C 0.44 3.57 3.79 0.00
C -0.70 -0.13 3.97 0.00
C -1.83 0.49 4.51 0.00
C -2.91 -0.28 4.90 0.00
C -2.87 -1.66 4.75 0.00
C -1.75 -2.27 4.21 0.00
C -0.66 -1.51 3.82 0.00
C 1.88 0.99 4.74 0.00
C 3.24 1.09 4.44 0.00
C 4.15 1.27 5.47 0.00
C 3.72 1.34 6.79 0.00
C 2.37 1.22 7.08 0.00
C 1.45 1.04 6.06 0.00
H -1.06 1.77 1.34 0.01
H -1.97 3.97 0.80 0.00
H -1.35 5.94 2.17 0.00
H 0.19 5.68 4.08 0.00
H 1.12 3.47 4.62 0.00
H -1.87 1.57 4.61 0.00
H -3.79 0.20 5.31 0.00
H -3.73 -2.26 5.03 0.00
H -1.73 -3.34 4.06 0.00
H 0.20 -1.99 3.37 0.00
H 3.57 1.02 3.42 0.00
H 5.21 1.34 5.24 0.00
H 4.43 1.48 7.58 0.00
H 2.03 1.26 8.11 0.00
H 0.39 0.92 6.30 0.00
Cl 2.27 1.87 -0.59 0.00
C 2.23 3.47 0.16 0.00
Cl 3.32 3.59 1.55 0.00
H 1.22 3.66 0.51 0.00
H 2.55 4.19 -0.58 0.00
```

---

The following is a DFT calculation (ωB97M-V/def2-TZVPD) of C29H22CuN7O6 as an isolated structure at a distorted geometry.

Results
Expectation value of S²: 0.757
Highest occupied orbital energy (spin up / spin down), Eh: -0.1706 / -0.1686
Lowest unoccupied orbital energy (spin up / spin down), eV: 1.10 / 1.14
2S+1: 2
Total energy, eV: -97784.8455
HOMO-LUMO gap (spin up / spin down), eV: 5.74 / 5.73
Total charge: -1

Structure (XYZ):
```
65
Properties=species:S:1:pos:R:3:mulliken_spin:R:1
Cu -1.21 0.30 -0.73 0.70
C 1.17 1.68 4.06 0.01
C -0.20 1.92 4.14 0.00
C -1.04 1.36 3.19 0.01
C -0.58 0.55 2.22 0.00
C 0.78 0.36 2.08 0.00
C 1.68 0.85 3.00 -0.01
N -1.51 0.11 1.24 0.13
C -2.58 -0.63 1.59 -0.01
C -2.90 -1.04 2.92 0.01
C -3.84 -2.05 3.20 0.00
C -4.59 -2.55 2.08 0.01
C -4.44 -2.05 0.81 0.00
C -3.41 -1.17 0.54 0.03
N -2.91 -0.81 -0.64 0.06
N -3.55 -1.20 -1.77 -0.03
C -2.93 -0.74 -2.90 0.01
C -3.42 -1.05 -4.16 -0.01
C -2.71 -0.53 -5.25 0.00
C -1.52 0.13 -5.11 0.00
C -1.11 0.37 -3.82 0.00
N -1.81 0.05 -2.78 0.05
H 1.82 1.98 4.87 0.00
H -0.56 2.51 4.96 0.00
H -2.10 1.56 3.28 0.00
H 1.18 -0.07 1.17 0.00
H 2.77 0.76 2.93 0.00
H -2.31 -0.67 3.76 0.00
H -3.89 -2.39 4.22 0.00
H -5.38 -3.25 2.30 0.00
H -5.01 -2.51 0.06 0.00
H -4.39 -1.47 -4.38 0.00
H -3.05 -0.74 -6.27 0.00
H -0.88 0.32 -5.98 0.00
H -0.15 0.78 -3.57 0.00
C 2.55 4.30 -1.04 0.00
N 1.27 3.86 -0.61 0.00
C 0.43 4.73 0.07 0.00
C -0.83 4.39 0.34 0.00
C -1.32 3.03 0.00 0.00
O -2.53 2.76 0.20 0.00
N -0.45 2.21 -0.59 0.05
C 0.82 2.57 -0.92 0.00
O 1.57 1.84 -1.55 0.00
H 3.08 3.37 -1.41 0.00
H 3.16 4.66 -0.17 0.00
H 2.43 4.98 -1.84 0.00
H 0.85 5.64 0.39 0.00
H -1.51 5.05 0.88 0.00
O 0.17 -3.09 -1.80 0.00
C 0.77 -2.24 -1.12 0.00
O 0.41 -1.06 -0.81 0.00
C 2.17 -2.49 -0.72 0.00
C 2.58 -3.82 -0.65 0.00
C 3.90 -4.09 -0.29 0.00
C 4.69 -3.01 0.10 0.00
C 4.28 -1.69 0.08 0.00
C 3.03 -1.44 -0.43 0.00
N 6.09 -3.30 0.52 0.00
O 6.85 -2.40 0.47 0.00
O 6.39 -4.44 0.90 0.00
H 1.84 -4.58 -0.89 0.00
H 4.30 -5.03 -0.32 0.00
H 4.92 -0.99 0.47 0.00
H 2.66 -0.40 -0.51 0.00
```

---

The following is a DFT calculation (ωB97M-V/def2-TZVPD) of C27H39N5O3SSi3Ti as an isolated structure at a distorted geometry.

Results
Expectation value of S²: 2.006
Highest occupied orbital energy (spin up / spin down), Eh: 0.0027 / -0.0509
Lowest unoccupied orbital energy (spin up / spin down), eV: 4.56 / 4.54
2S+1: 3
Total energy, eV: -99811.3604
HOMO-LUMO gap (spin up / spin down), eV: 4.48 / 5.93
Relative energy (zero: lowest compared OMol25 entry of this formula, charge and spin), kcal per mole: 16.5
Total charge: -2

Structure (XYZ):
```
79
Properties=species:S:1:pos:R:3:mulliken_spin:R:1
Ti -0.33 -0.52 -0.07 1.54
C 2.07 2.75 -0.78 0.07
Si 2.86 1.14 -0.19 0.05
C 3.72 1.59 1.47 0.00
C 4.22 0.76 -1.48 0.00
N 1.76 -0.18 -0.06 -0.06
C 2.28 -1.46 0.11 -0.03
C 3.57 -1.71 0.59 -0.01
C 4.08 -3.00 0.75 0.01
C 3.30 -4.08 0.41 0.00
C 2.02 -3.87 -0.09 -0.01
C 1.48 -2.59 -0.28 0.03
N 0.25 -2.35 -0.85 0.10
Si -0.71 -3.58 -1.56 0.03
C -1.39 -4.80 -0.25 0.00
C 0.30 -4.58 -2.84 0.00
C -2.17 -2.82 -2.48 0.02
H 2.89 3.46 -0.95 0.00
H 1.40 3.20 -0.04 -0.03
H 1.54 2.63 -1.72 -0.01
H 4.81 1.49 1.41 0.00
H 3.37 0.94 2.27 0.00
H 3.50 2.62 1.74 0.00
H 5.20 1.11 -1.17 0.00
H 3.97 1.26 -2.42 0.00
H 4.29 -0.31 -1.67 0.00
H 4.19 -0.87 0.88 0.00
H 5.09 -3.13 1.14 0.00
H 3.67 -5.10 0.54 0.00
H 1.41 -4.73 -0.35 0.00
H -1.00 -4.54 0.74 0.00
H -1.11 -5.84 -0.45 0.00
H -2.48 -4.76 -0.21 0.00
H 1.32 -4.21 -2.88 0.00
H -0.14 -4.47 -3.84 0.00
H 0.33 -5.65 -2.61 0.00
H -2.58 -3.55 -3.18 0.00
H -2.96 -2.48 -1.81 0.00
H -1.84 -1.95 -3.05 -0.01
C 0.99 4.44 3.03 0.00
C 0.20 5.16 2.14 0.00
C -0.69 4.50 1.32 0.02
C -0.81 3.10 1.31 -0.04
C 0.00 2.40 2.21 0.04
C 0.88 3.05 3.06 0.01
Si -2.03 2.36 0.05 0.11
C -1.39 2.50 -1.74 -0.10
C -1.41 3.81 -2.24 0.04
C -0.82 4.15 -3.45 0.01
C -0.22 3.17 -4.22 0.00
C -0.22 1.86 -3.77 0.04
C -0.79 1.53 -2.55 0.13
H 1.70 4.95 3.68 0.00
H 0.27 6.24 2.11 0.00
H -1.32 5.08 0.65 0.00
H -0.07 1.32 2.25 -0.04
H 1.49 2.48 3.74 0.00
H -3.04 3.46 0.00 0.01
H -1.91 4.59 -1.67 0.00
H -0.84 5.18 -3.79 0.00
H 0.25 3.42 -5.17 0.00
H 0.24 1.08 -4.36 0.00
H -0.75 0.49 -2.22 -0.02
O -1.50 -0.20 1.50 0.10
N -2.65 -0.13 0.74 0.03
O -3.06 1.22 0.69 0.01
O -2.29 -0.50 -0.50 -0.11
S -5.37 -1.30 0.32 0.00
C -4.22 -1.25 1.55 0.00
N -3.48 -2.37 1.92 0.00
C -2.82 -2.14 3.21 -0.01
C -3.36 -0.78 3.67 0.00
N -4.44 -0.52 2.72 0.00
H -2.91 -2.73 1.17 0.00
H -1.73 -2.11 3.10 0.01
H -3.09 -2.94 3.91 0.00
H -2.58 -0.02 3.63 0.00
H -3.76 -0.83 4.69 0.00
H -4.66 0.44 2.53 0.00
```

---

The following is a DFT calculation (ωB97M-V/def2-TZVPD) of C8H14N3OSTeZn as an isolated structure at a distorted geometry.

Results
Highest occupied orbital energy, Eh: -0.0946
Lowest unoccupied orbital energy, eV: 2.92
Total energy, eV: -81588.9089
HOMO-LUMO gap, eV: 5.49
Total charge: -1

Structure (XYZ):
```
29
Properties=species:S:1:pos:R:3:mulliken_charge:R:1
Zn -0.67 0.04 0.47 0.48
N 0.15 -2.18 1.31 -0.37
C 0.28 -2.15 2.76 -0.51
C 1.60 -1.51 3.20 -0.55
C 1.71 -0.02 2.87 -0.54
N 1.72 0.21 1.43 -0.34
H -0.59 -2.80 1.01 0.25
H 1.01 -2.51 0.87 0.16
H 0.22 -3.16 3.20 0.31
H -0.54 -1.55 3.15 0.18
H 2.45 -2.05 2.75 0.30
H 1.68 -1.62 4.28 0.31
H 2.61 0.39 3.37 0.33
H 0.83 0.48 3.26 0.15
H 2.46 -0.33 0.98 0.16
H 1.88 1.18 1.21 0.25
O 0.47 1.00 -1.26 -0.77
N -0.37 1.18 -2.25 0.28
C -0.42 2.40 -2.83 -0.14
C -1.30 2.69 -3.84 -0.70
C -2.18 1.70 -4.27 -0.11
C -2.11 0.46 -3.68 -0.74
C -1.20 0.17 -2.65 0.46
S -1.10 -1.35 -1.90 -0.48
H 0.29 3.10 -2.43 0.39
H -1.31 3.68 -4.27 0.36
H -2.91 1.91 -5.04 0.35
H -2.77 -0.34 -3.99 0.35
Te -1.90 0.99 2.29 -0.83
```